Below is a molecular structure, C15H17Cl3N3O3PRhSi, with properties calculated with ωB97M-V with the def2-TZVPD basis set.

## Properties
Total charge ... +1
DFT total energy ... -84186.9817 eV
Orbital gap (alpha / beta) ... 7.9 / 7.9 eV
Energy relative to the best compared isomer or geometry (same formula, charge and spin) ... 133.2 kJ/mol
E_HOMO (alpha / beta) ... -12.01 / -12.01 eV
Spin multiplicity ... 1

Last column: natural (NBO) charge in e.
Cartesian coordinates (Å):
Rh: -0.287 -0.162 0.190  0.65
O: 0.790 -3.579 2.043  -0.51
C: 0.647 -2.650 1.295  0.65
N: 0.142 -1.396 1.677  -0.67
C: 0.538 -0.971 2.931  0.66
O: 1.537 -1.333 3.495  -0.51
C: -0.413 -0.103 3.764  0.19
C: -0.277 -0.256 5.134  -0.19
C: -1.122 0.414 5.998  -0.09
C: -2.105 1.248 5.480  -0.23
C: -2.188 1.385 4.119  0.10
N: -1.362 0.725 3.276  -0.63
C: 1.055 -2.749 -0.154  0.11
C: 1.680 -3.884 -0.633  -0.19
C: 2.096 -3.892 -1.955  -0.13
C: 1.869 -2.774 -2.746  -0.23
C: 1.222 -1.684 -2.191  0.06
N: 0.825 -1.679 -0.920  -0.52
H: 0.502 -0.912 5.489  0.28
H: -1.016 0.285 7.067  0.25
H: -2.789 1.790 6.115  0.25
H: -2.918 2.034 3.656  0.24
H: 1.835 -4.718 0.037  0.26
H: 2.598 -4.758 -2.365  0.24
H: 2.191 -2.742 -3.777  0.24
H: 1.020 -0.781 -2.753  0.22
C: -0.953 1.757 -4.095  -1.01
P: -1.749 1.443 -2.524  1.97
C: -3.075 0.269 -2.810  -1.02
C: -2.507 2.979 -2.003  -1.02
O: -0.726 0.931 -1.536  -1.11
H: -1.666 2.168 -4.811  0.26
H: -0.546 0.828 -4.493  0.26
H: -0.141 2.468 -3.945  0.27
H: -3.863 0.721 -3.413  0.26
H: -2.689 -0.609 -3.328  0.26
H: -3.496 -0.035 -1.851  0.27
H: -3.169 3.357 -2.782  0.26
H: -1.725 3.711 -1.802  0.27
H: -3.083 2.818 -1.092  0.26
Cl: 1.319 1.258 0.841  -0.29
Si: -1.561 1.116 1.469  1.36
Cl: -1.574 3.153 1.468  -0.35
Cl: -3.542 0.560 1.158  -0.39

---

Below is C15H17N3O in the gas phase, with properties calculated with ωB97M-V with the def2-TZVPD basis set.

## Properties
Structure (SMILES) ... CN(C)Cc1ccc2c(c1)CNC(=O)c1cccn1-2
Total charge ... 0
DFT total energy ... -22346.9088 eV
Orbital gap ... 9.2 eV
Energy relative to the best compared isomer or geometry (same formula, charge and spin) ... 330.8 kJ/mol
E_HOMO ... -8.55 eV
Spin multiplicity ... 1

Last column: natural (NBO) charge in e.
Cartesian coordinates (Å):
C: -2.823 -0.435 2.536  -0.42
N: -2.720 -1.764 1.979  -0.44
C: -3.352 -2.929 2.620  -0.39
C: -1.339 -2.147 1.674  -0.22
C: -0.652 -1.264 0.549  -0.02
C: -1.152 -1.179 -0.731  -0.21
C: -0.593 -0.164 -1.532  -0.20
C: 0.506 0.688 -1.100  0.11
C: 1.118 0.313 0.129  0.08
C: 0.451 -0.611 0.943  -0.24
C: 2.398 1.081 0.704  -0.26
N: 3.454 0.747 -0.233  -0.63
C: 3.529 1.167 -1.584  0.63
O: 4.556 0.820 -2.220  -0.61
C: 2.419 1.789 -2.211  -0.01
C: 2.492 2.545 -3.363  -0.20
C: 1.167 2.943 -3.634  -0.29
C: 0.323 2.317 -2.785  -0.05
N: 1.110 1.677 -1.847  -0.34
H: -3.800 -0.249 3.044  0.21
H: -2.024 -0.247 3.328  0.16
H: -2.724 0.342 1.735  0.21
H: -2.869 -3.204 3.586  0.16
H: -4.352 -2.856 2.776  0.20
H: -3.207 -3.739 1.942  0.20
H: -1.336 -3.131 1.314  0.20
H: -0.722 -2.234 2.597  0.16
H: -2.061 -1.620 -1.065  0.23
H: -1.105 0.120 -2.466  0.22
H: 0.819 -0.699 1.962  0.21
H: 2.149 2.198 0.682  0.21
H: 2.764 0.909 1.736  0.23
H: 4.139 0.099 0.166  0.41
H: 3.406 2.747 -3.954  0.25
H: 0.820 3.608 -4.468  0.23
H: -0.790 2.365 -2.808  0.23

---

Below is a molecular structure, C15H17N3O2S, with properties calculated with ωB97M-V with the def2-TZVPD basis set.

## Properties
Total charge ... 0
DFT total energy ... -35218.3945 eV
Orbital gap ... 7.2 eV
Energy relative to the best compared isomer or geometry (same formula, charge and spin) ... 1333.5 kJ/mol
E_HOMO ... -7.01 eV
Spin multiplicity ... 1

Last column: natural (NBO) charge in e.
Cartesian coordinates (Å):
C: 6.092 -0.365 -2.215  -0.28
H: 6.879 -0.984 -2.213  0.18
O: 5.049 -1.133 -1.361  -0.50
C: 3.891 -0.506 -1.324  0.36
C: 3.411 0.682 -2.147  -0.26
C: 2.267 1.158 -1.740  -0.24
C: 1.478 0.577 -0.831  0.10
C: 1.798 -0.863 -0.299  0.35
C: 3.124 -1.297 -0.512  -0.36
H: 3.452 -2.063 0.018  0.22
O: 0.998 -1.554 0.727  -0.53
C: 1.399 -2.707 1.236  -0.24
H: 1.520 -3.266 0.409  0.19
H: 2.172 -2.413 2.043  0.18
H: 0.434 -2.928 1.773  0.19
N: 0.144 0.849 -0.515  -0.61
C: -0.734 1.954 -1.034  0.19
S: -0.237 3.086 -2.023  -0.07
N: -2.104 1.743 -0.453  -0.58
C: -2.589 1.055 0.487  0.39
N: -2.014 -0.081 0.793  -0.51
C: -2.510 -0.819 1.859  0.08
C: -3.951 -0.658 2.223  -0.29
C: -4.542 0.561 1.745  0.01
C: -4.047 1.061 0.631  -0.24
H: -4.545 2.190 0.328  0.18
C: -6.099 0.965 1.888  -0.49
H: -6.505 -0.106 2.721  0.15
H: -6.594 0.964 1.144  0.16
H: -6.138 1.845 2.552  0.22
H: -4.486 -1.383 2.835  0.22
H: -2.124 -1.709 1.970  0.18
H: -2.528 2.632 -0.805  0.42
H: -0.447 0.226 -0.006  0.45
H: 1.890 2.006 -2.259  0.25
H: 4.115 1.035 -2.457  0.16
H: 5.665 -0.489 -3.446  0.20
H: 6.415 0.733 -1.745  0.21